C4H8N2 in the gas phase at a distorted geometry, computed with ωB97M-V/def2-TZVPD.

Output
- Largest force on an atom: 1.12 eV/Å
- HOMO-LUMO gap: 9.7 eV
- Net charge: 0
- SMILES string: CN(C)CC#N
- Energy above the lowest of the compared OMol25 structures with the same formula, charge and spin: 27.5 kcal/mol

Geometry as XYZ:
```
14
Properties=species:S:1:pos:R:3:lowdin_charge:R:1
N -1.551 -0.970 -2.347 0.148
N 0.250 -0.135 0.447 -0.276
C -1.145 0.041 0.830 -0.101
C 0.513 -0.936 -0.743 -0.186
C 1.065 1.055 0.590 -0.108
C -0.658 -1.078 -1.621 -0.222
H -1.202 0.821 1.594 0.083
H 0.988 -1.889 -0.483 0.121
H 2.085 0.841 0.258 0.082
H 1.120 1.327 1.651 0.084
H -1.552 -0.880 1.263 0.089
H 1.197 -0.469 -1.465 0.123
H -1.801 0.342 -0.002 0.074
H 0.689 1.928 0.030 0.089
```

***

8 unconnected molecules or ions with the total composition C31H48NO16 at a distorted geometry, computed with ωB97M-V/def2-TZVPD.

Output
- Largest force on an atom: 1.54 eV/Å
- HOMO-LUMO gap: 6.0 eV
- Net charge: -1

Geometry as XYZ:
```
96
Properties=species:S:1:pos:R:3:lowdin_charge:R:1
O -1.133 -1.419 -2.261 -0.081
O 2.508 -0.094 -4.794 0.112
O 2.846 -0.340 6.065 0.099
O -2.170 0.116 -1.057 -0.121
O 4.942 -4.123 4.247 0.131
O 4.021 -0.173 0.531 0.101
O 4.082 0.677 2.604 0.028
O -5.065 5.845 -5.176 0.033
O -1.179 -0.508 4.952 0.064
O 4.983 -3.347 6.352 0.019
O -1.511 -0.649 2.747 0.058
O -3.206 1.013 -5.477 0.045
O -4.774 8.050 -5.444 0.111
O 2.210 -2.233 -4.217 0.025
O 1.490 0.645 7.555 0.027
O -4.477 1.838 -7.122 0.081
N 0.963 0.892 -1.295 -0.105
C -2.257 0.079 1.722 -0.131
C 4.478 -1.279 3.856 -0.171
C -5.177 -0.170 -5.932 -0.082
C -1.748 -0.136 3.950 -0.498
C -4.660 -0.593 -4.559 -0.144
C 5.406 -3.828 7.636 -0.151
C -3.205 -0.161 -4.621 -0.120
C 1.247 -1.580 -6.260 -0.072
C -4.288 1.015 -6.263 -0.501
C 1.631 -3.405 -4.798 -0.157
C -5.513 4.737 -5.987 -0.150
C 5.148 -4.306 5.409 -0.472
C 5.654 -5.581 6.062 -0.072
C 1.110 1.183 5.296 -0.065
C -0.193 0.832 -2.189 -0.178
C 0.608 -2.890 -5.801 -0.155
C -2.771 0.981 3.853 -0.080
C 1.940 0.410 6.296 -0.453
C 4.530 0.239 3.902 -0.153
C -5.160 6.999 -5.869 -0.496
C -6.414 5.360 -7.042 -0.155
C 0.417 2.221 6.175 -0.142
C -1.217 -0.250 -1.816 -0.717
C -5.774 6.733 -7.232 -0.080
C -3.401 0.730 2.484 -0.145
C 5.332 -5.346 7.536 -0.157
C 4.250 -0.316 1.698 -0.459
C 4.780 -1.560 2.388 -0.068
C 2.049 -1.169 -5.037 -0.485
C 1.987 -0.097 -1.648 -0.126
C 0.329 1.493 7.508 -0.157
H -2.247 1.939 3.892 0.122
H -2.592 -0.607 0.955 0.108
H 5.142 -6.448 5.655 0.123
H -3.489 0.915 4.667 0.119
H 5.543 0.622 4.060 0.126
H 1.183 -4.006 -4.011 0.128
H -7.424 5.481 -6.646 0.114
H 2.486 0.188 -2.568 0.053
H 0.697 0.779 -0.326 0.086
H 5.852 -1.635 2.194 0.129
H 4.316 -5.681 7.747 0.117
H 4.747 -3.422 8.400 0.127
H -0.331 -2.679 -5.289 0.110
H -6.037 4.023 -5.357 0.125
H 2.427 -3.984 -5.278 0.120
H 4.273 -2.447 2.022 0.123
H 3.873 0.651 4.665 0.082
H 6.002 -5.855 8.227 0.112
H 0.509 -0.822 -6.505 0.121
H 6.422 -3.473 7.821 0.126
H -4.643 4.247 -6.423 0.114
H -5.019 -0.944 -6.687 0.125
H 0.176 0.618 -3.194 0.101
H -4.781 -1.652 -4.343 0.117
H 0.351 2.170 8.361 0.118
H 3.470 -1.618 4.095 0.118
H -3.778 1.626 1.996 0.118
H -2.812 0.091 -3.643 0.102
H -4.230 0.027 2.585 0.116
H 6.728 -5.661 5.882 0.129
H -0.710 1.794 -2.175 0.100
H 1.933 -1.721 -7.097 0.124
H -5.178 -0.031 -3.780 0.121
H -2.565 -0.920 -5.073 0.124
H -6.500 7.502 -7.481 0.119
H -6.222 0.127 -5.917 0.117
H 0.404 -3.594 -6.607 0.109
H -0.560 0.863 7.577 0.123
H -0.553 2.546 5.801 0.106
H 1.499 -1.066 -1.833 0.069
H 2.698 -0.245 -0.828 0.038
H -6.478 4.766 -7.951 0.115
H -4.977 6.716 -7.976 0.129
H 1.052 3.104 6.275 0.115
H 5.159 -1.748 4.550 0.087
H 0.388 0.492 4.835 0.097
H -1.594 0.806 1.261 0.119
H 1.745 1.634 4.536 0.127
```

***

2 unconnected molecules or ions with the total composition C3H10S3 at a distorted geometry, computed with ωB97M-V/def2-TZVPD.

Output
- Largest force on an atom: 1.60 eV/Å
- HOMO-LUMO gap: 8.8 eV
- Net charge: 0
- SMILES string: CSC.CSS
- Energy above the lowest of the compared OMol25 structures with the same formula, charge and spin: 10.5 kcal/mol

Geometry as XYZ:
```
16
Properties=species:S:1:pos:R:3:lowdin_charge:R:1
S 1.141 1.139 0.631 0.362
S -2.676 -0.369 -0.544 0.723
S 2.358 -0.510 1.089 0.297
C 1.596 1.511 -1.090 -0.473
C -1.983 -1.153 0.910 -0.448
C -1.373 -0.807 -1.720 -0.427
H -0.793 0.055 -2.052 0.009
H 0.694 2.051 -1.386 0.022
H -0.931 -0.905 1.031 -0.014
H -2.598 -0.961 1.772 0.029
H -2.002 -2.219 0.719 0.028
H -1.846 -1.250 -2.595 0.025
H 2.114 -1.126 -0.076 -0.211
H -0.693 -1.527 -1.280 0.029
H 2.385 2.259 -1.122 0.029
H 1.755 0.625 -1.682 0.021
```

***

10 unconnected molecules or ions with the total composition C47H48F42N12O28S14 at a distorted geometry, computed with ωB97M-V/def2-TZVPD.

Output
- Largest force on an atom: 9.36 eV/Å
- HOMO-LUMO gap: 2.1 eV
- Net charge: -2
- Energy above the lowest of the compared OMol25 structures with the same formula, charge and spin: 24.3 kcal/mol

Geometry as XYZ:
```
191
Properties=species:S:1:pos:R:3:lowdin_charge:R:1
S -15.295 13.204 12.110 0.466
S -0.994 15.287 5.169 0.656
S -2.046 14.013 13.654 0.718
S -7.147 13.186 2.242 0.716
S -11.656 10.288 4.108 0.576
S -8.123 14.990 3.669 0.489
S -11.835 9.162 6.249 0.668
S -5.188 7.811 8.738 0.668
S -7.805 12.546 14.508 0.523
S -1.921 17.415 5.941 0.444
S -13.304 13.384 10.527 0.704
S -7.862 11.361 16.712 0.686
S -3.683 9.434 7.634 0.498
S -0.976 11.825 12.790 0.536
F -13.193 12.544 3.497 0.149
F -16.859 15.449 12.385 0.090
F -7.798 8.648 16.295 0.083
F -6.846 16.561 5.401 0.120
F 0.811 14.909 3.390 0.163
F -3.922 18.696 4.643 0.106
F -9.131 9.400 17.889 0.102
F -15.293 15.059 13.977 0.080
F -2.804 15.511 11.478 0.121
F -0.830 15.811 12.140 0.164
F -10.617 13.182 10.887 0.134
F -5.172 11.764 3.419 0.104
F -9.742 9.776 15.842 0.117
F -4.474 13.225 1.865 0.110
F -4.014 11.533 5.971 0.108
F -0.826 9.329 11.812 0.141
F -7.232 17.471 3.401 0.146
F -10.917 8.136 8.592 0.127
F -7.844 7.478 8.800 0.104
F -7.593 13.308 11.765 0.107
F -7.065 11.323 12.125 0.087
F -8.827 17.296 4.969 0.095
F -11.528 15.180 11.148 0.101
F -7.301 9.522 9.333 0.080
F -5.685 12.842 12.782 0.139
F -17.104 14.016 13.990 0.124
F -6.969 8.029 10.854 0.140
F -1.247 14.606 2.591 0.131
F -9.830 9.730 7.881 0.158
F -1.382 10.735 10.321 0.088
F -11.061 12.956 3.827 0.098
F -3.551 9.711 4.945 0.096
F -11.745 10.223 8.768 0.142
F -11.556 13.735 12.712 0.184
F -5.380 11.355 1.256 0.073
F -2.380 16.707 13.227 0.145
F -2.003 10.815 5.909 0.159
F -11.672 12.136 1.997 0.160
F -3.301 19.681 6.530 0.157
F -4.455 17.847 6.536 0.090
F -0.389 16.575 2.869 0.137
F -2.857 9.972 11.747 0.119
O -1.244 11.390 14.164 -0.329
O -4.226 7.786 9.826 -0.275
O -0.775 14.146 14.386 -0.329
O -6.890 11.462 17.797 -0.308
O -13.340 11.947 10.471 -0.306
O -7.574 13.480 0.878 -0.300
O -0.804 18.232 5.518 -0.306
O -16.257 12.588 11.187 -0.327
O -1.858 17.060 7.349 -0.323
O -12.781 9.393 3.682 -0.347
O -11.021 8.108 5.674 -0.320
O -9.054 15.242 2.595 -0.307
O -3.277 13.965 14.459 -0.293
O 0.433 12.091 12.503 -0.320
O -13.247 8.840 6.296 -0.314
O -10.333 9.824 3.651 -0.341
O -7.990 12.156 2.896 -0.342
O -3.579 10.399 8.666 -0.279
O -8.926 12.322 16.876 -0.312
O -9.172 12.111 14.172 -0.364
O -8.594 14.126 4.739 -0.327
O 0.127 15.587 6.012 -0.271
O -5.381 6.491 8.179 -0.352
O -14.725 12.383 13.116 -0.262
O -13.309 14.115 9.240 -0.345
O -1.389 13.915 5.295 -0.306
O -2.660 8.365 7.629 -0.326
O -7.594 13.871 15.092 -0.321
N -3.222 13.828 8.844 -0.006
N -4.202 1.220 3.727 -0.085
N -14.396 14.191 11.536 -0.285
N -11.590 10.703 5.565 -0.297
N -5.100 8.918 7.419 -0.292
N -7.039 7.599 4.598 -0.025
N -2.344 16.358 5.031 -0.266
N -7.042 11.420 15.142 -0.284
N -1.947 12.901 12.360 -0.324
N -10.054 13.716 7.195 -0.054
N -6.733 14.577 3.248 -0.271
N -15.962 11.067 6.918 -0.183
C -7.538 8.888 5.124 0.055
C -5.968 13.723 8.377 -0.123
C -9.263 12.601 7.013 -0.005
C -7.705 16.748 4.411 -0.616
C -5.078 14.457 7.498 0.074
C -5.474 3.725 3.740 -0.103
C -1.576 10.380 11.599 -0.637
C -7.381 5.298 4.154 0.050
C -17.100 8.995 8.806 -0.258
C -7.846 6.549 4.604 0.045
C -16.222 11.875 5.607 -0.148
C -5.402 13.045 9.442 0.059
C -2.035 15.620 12.555 -0.708
C -8.122 14.882 8.022 0.057
C -5.877 2.686 4.608 0.079
C -14.508 11.182 7.383 0.015
C -7.368 13.693 7.982 -0.123
C -16.425 13.785 4.233 -0.117
C -9.503 14.895 7.735 0.073
C -16.872 10.410 9.225 -0.166
C -16.328 9.555 6.551 -0.054
C -4.320 3.477 2.934 0.067
C -5.722 7.427 4.299 0.086
C -3.484 18.537 5.909 -0.641
C -5.437 12.341 2.227 -0.578
C -8.666 9.675 16.652 -0.590
C -3.440 -0.108 3.689 0.055
C -11.646 13.859 11.406 -0.629
C -16.222 14.497 13.130 -0.610
C -11.973 12.122 3.282 -0.612
C -4.012 13.095 9.675 0.030
C -6.032 5.056 3.900 -0.166
C -16.026 13.343 5.634 -0.214
C -0.414 15.337 3.348 -0.684
C -16.966 11.409 8.051 -0.081
C -3.741 14.483 7.776 -0.004
C -11.052 9.356 8.006 -0.629
C -3.262 10.419 6.030 -0.640
C -5.166 6.150 3.979 0.087
C -16.242 8.509 7.721 -0.143
C -1.680 13.720 8.935 0.088
C -11.431 13.708 6.816 -0.022
C -6.958 12.554 12.659 -0.638
C -3.744 2.208 2.945 -0.008
C -8.005 12.533 7.515 0.052
C -6.972 8.209 9.508 -0.554
C -5.232 1.435 4.574 0.030
H -1.448 12.799 9.468 0.075
H -11.832 12.723 7.051 0.079
H -15.834 10.278 9.534 0.116
H -6.795 2.746 5.174 0.134
H -16.625 13.966 6.297 0.124
H -18.135 8.922 8.467 0.114
H -5.475 14.856 6.576 0.120
H -14.952 13.523 5.692 0.113
H -3.707 -0.677 4.580 0.094
H -11.514 14.083 5.796 0.103
H -8.174 4.564 4.139 0.128
H -2.937 1.991 2.260 0.147
H -16.213 13.110 3.403 0.076
H -15.463 11.490 4.925 0.127
H -17.507 10.814 10.013 0.118
H -17.482 14.036 4.138 0.077
H -16.838 7.643 7.431 0.123
H -17.929 11.412 7.540 0.126
H -6.076 12.420 10.010 0.111
H -3.940 4.210 2.237 0.135
H -3.867 -0.763 2.931 0.109
H -17.234 8.404 9.713 0.126
H -5.134 8.295 4.559 0.117
H -3.514 12.513 10.436 0.110
H -2.995 14.921 7.131 0.089
H -4.105 5.967 3.892 0.132
H -11.995 14.430 7.405 0.077
H -2.384 0.145 3.775 0.111
H -1.359 13.572 7.904 0.081
H -8.899 6.693 4.799 0.149
H -6.784 9.592 4.775 0.105
H -16.952 12.425 8.446 0.125
H -7.738 15.768 8.508 0.137
H -15.185 8.335 7.921 0.109
H -8.491 9.184 4.687 0.078
H -10.196 15.718 7.825 0.145
H -14.246 10.375 8.065 0.082
H -13.862 11.169 6.506 0.069
H -1.248 14.632 9.343 0.105
H -14.424 12.123 7.927 0.091
H -15.530 9.398 5.824 0.106
H -7.696 8.954 6.201 0.099
H -17.262 9.596 5.991 0.123
H -5.465 0.562 5.167 0.144
H -7.440 11.613 7.473 0.127
H -17.173 11.608 5.147 0.131
H -15.914 14.636 3.782 0.080
H -9.706 11.683 6.657 0.102
```

***

A molecular structure, C6H6N2O2 at a distorted geometry, computed with ωB97M-V/def2-TZVPD.

Output
- Largest force on an atom: 6.23 eV/Å
- HOMO-LUMO gap: 8.6 eV
- Net charge: 0
- Energy above the lowest of the compared OMol25 structures with the same formula, charge and spin: 88.2 kcal/mol

Geometry as XYZ:
```
16
Properties=species:S:1:pos:R:3:lowdin_charge:R:1
O -3.214 -0.171 -1.748 0.102
O -2.104 0.467 0.068 0.109
N 2.191 0.201 0.065 0.104
N 0.323 0.827 1.120 0.095
C 0.287 -0.390 -1.041 -0.012
C 0.823 0.475 -0.055 -0.327
C 1.265 0.898 2.038 -0.141
C -2.163 -0.152 -0.934 -0.628
C 2.428 0.556 1.494 -0.097
C -0.987 -0.934 -1.412 -0.001
H 3.505 0.185 1.962 0.154
H -0.643 0.811 1.225 0.107
H -0.988 -2.186 -2.036 0.216
H 0.927 1.154 2.990 0.106
H -2.801 -0.956 -2.316 0.149
H 1.150 -0.784 -1.420 0.064
```